{
  "formula": "C13H26O4PS4TeV",
  "method": "the ωB97M-V functional and the def2-TZVPD basis",
  "s2": 0.75,
  "charge": 3,
  "multiplicity": 2,
  "e_above_lowest_kj_mol": 0.0,
  "gap_ha": [0.2657, 0.2347],
  "symbols": ["V", "C", "C", "S", "C", "C", "S", "C", "C", "S", "C", "C", "S", "H", "H", "H", "H", "H", "H", "H", "H", "H", "H", "H", "H", "H", "H", "H", "H", "O", "C", "C", "C", "O", "P", "O", "Te", "O", "C", "C", "H", "H", "H", "H", "H", "H", "H", "H", "H", "H"],
  "xyz": [[-0.64183, -0.34870, -0.03659], [-2.50846, -3.00470, 1.51691], [-1.61457, -2.97984, 2.75047], [0.13504, -3.14436, 2.29071], [1.04012, -1.88195, 3.22717], [1.97604, -1.07485, 2.33305], [1.18051, 0.22983, 1.34011], [0.67576, 1.42022, 2.62650], [-0.40166, 2.33598, 2.08174], [-1.67277, 1.44594, 1.14753], [-2.71000, 0.64623, 2.40779], [-3.59702, -0.35184, 1.68597], [-2.65137, -1.45084, 0.57485], [-3.53408, -3.26247, 1.78702], [-2.18457, -3.75143, 0.79012], [-1.87273, -3.84450, 3.36306], [-1.76116, -2.09183, 3.36373], [1.65639, -2.39769, 3.96461], [0.33506, -1.26005, 3.77725], [2.51150, -1.70443, 1.62155], [2.73184, -0.56124, 2.93029], [1.56100, 1.99183, 2.90623], [0.33589, 0.86296, 3.49764], [-0.00268, 3.06724, 1.37818], [-0.89279, 2.88681, 2.88482], [-3.31131, 1.42125, 2.88458], [-2.07675, 0.17178, 3.15673], [-4.32610, 0.15454, 1.05347], [-4.14661, -0.97800, 2.38846], [0.67904, -3.01882, -0.90158], [0.23419, -2.19542, -0.27964], [1.35356, -1.70182, -4.95983], [2.03646, -0.52707, -4.31697], [1.33985, -0.15865, -3.04637], [0.16897, 0.83370, -2.85446], [-0.70697, 0.17475, -1.72301], [-1.08135, 1.28114, -4.85961], [0.64029, 2.13856, -2.14537], [1.60389, 3.08820, -2.77550], [1.73343, 4.27889, -1.86868], [1.92412, -1.99558, -5.84158], [0.34171, -1.45584, -5.29222], [1.31218, -2.55602, -4.28575], [2.05378, 0.35766, -4.95190], [3.04459, -0.75706, -3.98630], [1.20332, 3.35816, -3.75213], [2.54352, 2.55003, -2.89244], [0.77770, 4.78616, -1.74511], [2.43277, 4.98346, -2.31900], [2.13225, 3.98969, -0.89652]],
  "atomic_forces_ev_per_a": [[-0.3, -0.1, 0.6], [-0.1, 0.0, 0.0], [0.1, 0.0, 0.0], [0.0, 0.2, -0.2], [0.0, -0.1, 0.0], [0.1, 0.0, 0.0], [-0.1, -0.1, 0.1], [0.0, 0.0, 0.0], [0.0, 0.0, 0.0], [-0.1, 0.2, -0.1], [0.0, 0.0, 0.0], [0.0, 0.0, 0.0], [0.1, 0.0, 0.1], [0.0, 0.0, 0.0], [0.0, 0.0, 0.0], [0.0, 0.0, 0.0], [0.0, 0.0, 0.0], [0.0, 0.0, 0.0], [0.0, 0.0, 0.0], [0.0, 0.0, 0.0], [0.0, 0.0, 0.0], [0.0, 0.0, 0.0], [0.0, 0.0, 0.0], [0.0, 0.0, 0.0], [0.0, 0.0, 0.0], [0.0, 0.0, 0.0], [0.0, 0.0, 0.0], [0.0, 0.0, 0.0], [0.0, 0.0, 0.0], [0.1, -0.3, 0.2], [0.1, 0.1, -0.8], [0.0, 0.0, 0.0], [0.0, -0.1, -0.1], [-0.1, 0.0, 0.0], [0.4, 0.3, -0.5], [-0.1, -0.3, 0.6], [0.0, 0.0, 0.0], [-0.1, -0.1, 0.0], [0.1, 0.1, 0.0], [0.0, 0.0, 0.0], [0.0, 0.0, 0.0], [0.0, 0.0, 0.0], [0.0, 0.0, 0.0], [0.0, 0.0, 0.0], [0.0, 0.0, 0.0], [0.0, 0.0, 0.0], [0.0, 0.0, 0.0], [0.0, 0.0, 0.0], [0.0, 0.0, 0.0], [0.0, 0.0, 0.0]]
}